Formula: C16H28ClN4O4Pb
Source: the OMol25 dataset
Level of theory: ωB97M-V/def2-TZVPD

Cartesian coordinates (Å):
Pb: -22.81 30.78 -36.89
Cl: -21.25 33.72 -34.10
O: -21.66 35.01 -34.46
O: -19.83 33.76 -33.88
O: -21.94 33.31 -32.90
O: -21.44 32.75 -35.25
C: -25.92 36.27 -33.87
C: -24.81 36.47 -34.87
C: -24.75 35.55 -36.10
C: -24.66 34.13 -35.84
N: -24.64 32.96 -35.70
H: -25.81 36.85 -32.96
H: -25.88 35.23 -33.54
H: -26.89 36.44 -34.34
H: -23.82 36.41 -34.42
H: -24.91 37.48 -35.26
H: -23.89 35.75 -36.74
H: -25.69 35.66 -36.65
C: -26.54 30.17 -31.80
C: -25.43 31.14 -31.35
C: -24.06 30.75 -31.86
C: -23.96 30.49 -33.31
N: -23.86 30.34 -34.46
H: -26.59 30.13 -32.89
H: -27.53 30.47 -31.45
H: -26.38 29.19 -31.35
H: -25.51 31.35 -30.29
H: -25.54 32.12 -31.81
H: -23.83 29.76 -31.47
H: -23.31 31.50 -31.58
C: -17.60 31.58 -36.94
C: -17.62 31.08 -35.46
C: -18.18 29.68 -35.31
C: -19.48 29.53 -35.94
N: -20.53 29.41 -36.46
H: -17.26 32.62 -36.87
H: -18.59 31.67 -37.39
H: -17.07 30.88 -37.59
H: -18.14 31.83 -34.87
H: -16.64 31.07 -34.98
H: -18.27 29.42 -34.25
H: -17.44 29.03 -35.76
C: -19.77 34.91 -30.27
C: -18.75 35.88 -29.61
C: -17.75 35.19 -28.74
C: -17.36 33.87 -29.23
N: -17.01 32.82 -29.62
H: -20.59 35.47 -30.72
H: -20.21 34.30 -29.48
H: -19.30 34.25 -30.99
H: -19.16 36.71 -29.03
H: -18.15 36.35 -30.38
H: -18.21 35.00 -27.76
H: -16.92 35.88 -28.55

Summary:
* HOMO level (alpha / beta): -6.0 / -9.1 eV
* multiplicity: 2
* ⟨S²⟩: 0.752
* orbital gap (alpha / beta): 5.7 / 8.8 eV
* LUMO energy (alpha / beta): -0.01177 / -0.01106 hartree

List of Löwdin charges in e, atom by atom:
1 Pb 0.90
2 Cl 0.62
3 O -0.34
4 O -0.37
5 O -0.37
6 O -0.58
7 C -0.10
8 C -0.26
9 C -0.17
10 C -0.20
11 N 0.12
12 H 0.08
13 H 0.07
14 H 0.08
15 H 0.10
16 H 0.11
17 H 0.13
18 H 0.12
19 C -0.09
20 C -0.25
21 C -0.17
22 C -0.15
23 N 0.05
24 H 0.07
25 H 0.07
26 H 0.07
27 H 0.11
28 H 0.11
29 H 0.12
30 H 0.11
31 C -0.08
32 C -0.24
33 C -0.18
34 C -0.16
35 N 0.03
36 H 0.08
37 H 0.06
38 H 0.07
39 H 0.10
40 H 0.11
41 H 0.13
42 H 0.13
43 C -0.09
44 C -0.27
45 C -0.22
46 C -0.23
47 N 0.14
48 H 0.07
49 H 0.07
50 H 0.07
51 H 0.11
52 H 0.11
53 H 0.12
54 H 0.12